Entry 1:
Density functional theory data (ωB97M-V/def2-TZVPD) for a molecular structure, C29H46HfP2.

## Properties
* spin multiplicity: 1
* relative energy (zero: lowest compared OMol25 entry of this formula, charge and spin): 153.8 kJ/mol
* total energy: -1862.60068 Eh
* frontier orbital gap: 6.32 eV
* max |F|: 8.8 eV Å⁻¹
* charge: +2

Last column: Löwdin charge in e.
Geometry (Å):
Hf 1.5569 0.3363 -1.6761  1.42
C -0.2176 -0.4431 0.4659  -0.20
C 0.2018 -1.2849 -0.6615  -0.38
C 1.9678 -1.0469 0.8533  -0.22
C 0.8705 -0.2706 1.3357  -0.21
C 1.6137 -1.6667 -0.3923  -0.39
C -1.6186 -0.0500 0.7649  0.00
H -2.3361 -0.7215 0.2829  0.09
H -1.8058 0.9615 0.3780  0.10
H -1.8450 -0.0133 1.8428  0.10
C 0.8430 0.4044 2.6639  0.00
H 0.0135 0.0203 3.2745  0.10
H 0.7107 1.4899 2.5917  0.10
H 1.7770 0.2092 3.1960  0.08
C 3.1076 -1.5177 1.6995  0.00
H 3.0546 -1.1253 2.7314  0.09
H 4.1057 -1.2750 1.2902  0.09
H 3.0374 -2.6172 1.7275  0.11
C 2.2657 -2.9270 -0.8679  -0.05
H 1.9878 -3.7725 -0.2237  0.11
H 3.3605 -2.8501 -0.8326  0.09
H 1.9402 -3.1904 -1.8743  0.06
C -0.7039 -2.2376 -1.4136  -0.04
H -0.7310 -3.2186 -0.8999  0.11
H -0.4084 -2.4146 -2.4625  0.08
H -1.7405 -1.8690 -1.4243  0.07
C -3.0548 2.7919 -2.2953  -0.11
C -4.2967 2.2804 -2.2194  -0.11
C -4.9589 1.1906 -2.9316  -0.20
C -4.9098 1.2016 -4.5059  -0.14
C -3.7519 0.3670 -5.0123  -0.09
C -2.7028 -0.0479 -4.2660  -0.13
C -2.0770 0.6195 -3.0733  -0.23
C -1.9052 2.1540 -2.9917  -0.22
H -6.0152 1.2661 -2.6638  0.11
H -4.9656 2.1887 -5.0019  0.13
H -4.7190 0.1709 -2.6326  0.12
H -1.6201 2.6345 -3.9398  0.11
H -2.8144 3.6708 -1.6513  0.12
H -5.0157 2.7947 -1.5404  0.12
H -1.0294 2.3507 -2.3422  0.06
H -2.5151 0.3281 -2.1269  0.09
H -2.1880 -0.9766 -4.5452  0.10
H -1.0225 0.2600 -2.9659  0.03
H -5.7602 0.5734 -4.8240  0.12
H -3.8971 -0.0984 -5.9837  0.11
P 1.1429 1.4992 -4.1747  0.80
C 1.1743 3.0711 -5.1970  -0.22
C 0.2707 0.5942 -5.5948  -0.23
P 2.5060 -0.6685 -3.5163  0.65
C 2.7533 0.7877 -4.6478  -0.49
C 2.4128 -2.0148 -4.6712  -0.21
C 4.1625 -0.6136 -2.8131  -0.21
H 2.1360 3.5663 -5.0994  0.05
H 0.3842 3.7549 -4.8858  0.04
H 1.0135 2.8940 -6.2711  0.07
H 0.9173 0.6630 -6.4754  0.06
H -0.6834 1.0698 -5.8509  0.06
H 0.0909 -0.4684 -5.4004  0.03
H 4.7207 0.0591 -3.4717  0.07
H 4.5628 -1.6254 -2.8280  0.08
H 4.1842 -0.2480 -1.7888  0.03
H 3.5898 1.4265 -4.3734  0.07
H 2.8884 0.4408 -5.6868  0.09
H 2.6752 -2.9647 -4.1637  0.07
H 3.1718 -1.7544 -5.4463  0.09
H 1.4185 -2.0948 -5.1480  0.06
C 3.8997 4.0587 0.1875  -0.05
C 4.4342 2.7608 0.3940  -0.04
C 3.6105 1.6442 0.1976  -0.14
C 2.3200 1.8192 -0.3017  -0.34
C 1.7477 3.1073 -0.4202  -0.14
C 2.5730 4.2191 -0.2497  -0.08
H 4.5486 4.9228 0.3061  0.11
H 5.4759 2.6589 0.6649  0.11
H 3.9539 0.6495 0.4766  0.07
H 0.6608 3.2445 -0.6240  0.10
H 2.1833 5.2561 -0.4622  0.13

=====

Entry 2:
Density functional theory data (ωB97M-V/def2-TZVPD) for a molecular structure, C23H23BIN10O2SSn.

## Properties
* spin multiplicity: 1
* total energy: -2523.09790 Eh
* frontier orbital gap: 7.20 eV
* max |F|: 0.6 eV Å⁻¹
* charge: +1

Last column: Löwdin charge in e.
Geometry (Å):
Sn 0.2386 0.3826 0.2142  1.39
B -1.9521 2.0486 2.9526  -0.39
N -0.6759 1.2065 3.2536  -0.06
C -0.1822 1.1116 4.4877  -0.06
C 0.8572 0.1905 4.4993  -0.03
C 0.9371 -0.2457 3.1914  -0.16
N -0.0006 0.3705 2.4459  -0.14
N -2.1356 2.4003 1.4440  -0.07
C -3.1223 3.1881 1.0153  -0.07
C -3.0111 3.3494 -0.3604  -0.04
C -1.8942 2.6056 -0.6994  -0.18
N -1.3746 2.0334 0.4024  -0.15
H -1.8410 3.0787 3.5527  0.08
H -2.9157 1.4164 3.3019  0.07
H -0.5961 1.6869 5.2980  0.14
H 1.4635 -0.1033 5.3368  0.11
H 1.5991 -0.9696 2.7424  0.10
H -3.8474 3.5933 1.7009  0.14
H -3.6533 3.9220 -1.0050  0.10
H -1.4243 2.4540 -1.6595  0.10
C 1.4137 2.4519 -4.2650  0.00
C 1.7602 1.9629 -2.8861  -0.30
N 1.6198 0.7616 -2.4613  -0.08
O 1.2015 -0.2401 -3.2967  -0.04
C 2.1801 2.9538 -1.8897  -0.21
C 1.6534 4.3508 -1.9524  0.00
N 2.9125 2.6624 -0.8277  -0.33
O 3.0110 3.4613 0.1495  -0.10
H 1.3244 1.6497 -4.9961  0.07
H 2.1786 3.1397 -4.6198  0.10
H 0.4601 2.9817 -4.2361  0.10
H 1.1536 0.0604 -4.2178  0.08
H 1.6179 4.7197 -2.9755  0.08
H 2.3029 4.9901 -1.3585  0.09
H 0.6487 4.4170 -1.5245  0.09
S -2.0422 -7.2572 -0.0041  1.07
N -2.8886 -5.8913 0.0369  -0.21
C -2.0249 -4.8930 0.0641  -0.30
C -2.3483 -3.4880 0.0958  -0.07
C -3.6690 -3.0293 0.0871  0.04
C -3.9014 -1.6740 0.1128  0.00
C -2.8103 -0.8137 0.1441  -0.09
N -1.5524 -1.2353 0.1464  0.01
C -1.2967 -2.5591 0.1270  -0.13
C 0.0938 -3.0135 0.1253  -0.14
N 1.0575 -2.0844 0.1717  0.00
C 2.3251 -2.4571 0.1433  -0.11
C 2.7262 -3.7883 0.0721  -0.01
C 1.7544 -4.7619 0.0421  0.04
C 0.4097 -4.3797 0.0717  -0.07
C -0.6703 -5.3323 0.0476  -0.30
N -0.5553 -6.6467 0.0085  -0.21
H -4.4720 -3.7535 0.0594  0.13
H -4.9054 -1.2761 0.1070  0.12
H -2.9586 0.2590 0.1650  0.10
H 3.0574 -1.6575 0.1798  0.11
H 3.7759 -4.0421 0.0451  0.12
H 1.9950 -5.8154 -0.0051  0.13
I 5.8436 2.1966 -0.6996  0.83
C 3.8055 1.5071 -0.7413  -0.59
H 3.6421 1.0142 0.2115  0.04
H 3.7012 0.8299 -1.5713  0.03

=====

Entry 3:
Density functional theory data (ωB97M-V/def2-TZVPD) for 8 unconnected molecules or ions with the total composition C21H56N8O8.

## Properties
* spin multiplicity: 1
* relative energy (zero: lowest compared OMol25 entry of this formula, charge and spin): 557.6 kJ/mol
* total energy: -1873.54213 Eh
* frontier orbital gap: 8.31 eV
* max |F|: 7.1 eV Å⁻¹
* charge: 0

Last column: Löwdin charge in e.
Geometry (Å):
C -2.5226 0.1328 -5.6338  -0.04
C -3.2040 0.7009 -6.9234  -0.46
C -4.5273 1.4842 -6.5011  -0.02
C -2.0775 1.6611 -7.4931  -0.12
C -2.2567 1.9423 -9.0036  -0.22
C -2.4327 0.6842 -9.7913  -0.12
C -3.6535 -0.2187 -9.2855  -0.44
C -4.9787 0.5176 -9.6522  -0.04
C -3.5792 -1.6311 -10.0036  -0.01
N -3.5489 -0.3729 -7.8232  -0.17
O -4.4570 -1.2509 -7.3375  0.01
H -3.2396 -0.5323 -5.1524  0.07
H -1.6889 -0.4791 -5.9783  0.08
H -2.2800 0.9402 -4.9429  0.08
H -5.4172 1.3796 -7.1218  0.06
H -5.0090 1.1725 -5.5743  0.07
H -4.2924 2.5316 -6.3117  0.08
H -2.0323 2.6205 -6.9776  0.12
H -1.2029 1.0115 -7.5255  0.11
H -3.1202 2.6075 -9.0098  0.09
H -1.7435 2.8338 -9.3641  0.11
H -1.5105 0.1031 -9.8012  0.12
H -2.6814 0.9642 -10.8150  0.11
H -5.0835 1.5166 -9.2290  0.06
H -5.8006 0.0105 -9.1467  0.07
H -5.1977 0.4812 -10.7193  0.08
H -2.6544 -2.1267 -9.7084  0.08
H -3.6363 -1.4529 -11.0775  0.08
H -4.4234 -2.2065 -9.6237  0.07
H -5.2807 -0.7593 -7.2988  0.08
C 2.8513 3.3472 7.9264  -0.06
C 3.6605 2.0920 7.8400  -0.47
C 5.1630 2.3297 7.5958  -0.03
C 3.6081 1.4819 9.2819  -0.15
C 3.8524 -0.0224 9.5200  -0.19
C 3.0426 -0.7821 8.4976  -0.17
C 3.2301 -0.3851 6.9930  -0.43
C 4.6828 -0.9609 6.5983  -0.03
C 2.1845 -1.2592 6.1673  -0.03
N 3.0685 1.0747 6.8765  -0.12
O 3.1665 1.4819 5.5617  -0.01
H 1.7947 3.1944 8.1460  0.08
H 3.0501 4.0512 8.7345  0.09
H 2.7879 3.8519 6.9624  0.08
H 5.8116 1.4631 7.7248  0.07
H 5.3123 2.7324 6.5940  0.08
H 5.5149 3.0719 8.3123  0.08
H 4.2761 2.0310 9.9454  0.11
H 2.6649 1.7137 9.7767  0.11
H 4.8706 -0.4114 9.5115  0.10
H 3.5059 -0.0801 10.5519  0.11
H 2.0136 -0.8071 8.8563  0.12
H 3.4459 -1.7911 8.5833  0.11
H 5.0753 -0.3875 5.7585  0.07
H 4.7932 -2.0115 6.3293  0.08
H 5.4361 -0.7071 7.3441  0.05
H 1.2125 -0.7915 6.0108  0.07
H 2.2008 -2.2647 6.5877  0.08
H 2.5386 -1.2171 5.1372  0.07
H 2.2349 1.5286 5.3347  0.10
N 6.2030 -5.2519 1.9919  0.16
C 5.9676 -4.1040 1.4966  -0.83
N 4.6931 -3.9029 1.2943  0.16
O 6.8319 -3.3468 1.1259  0.04
H 5.5387 -6.0113 2.0371  0.11
H 7.1725 -5.4585 2.1856  0.13
H 4.3972 -2.9597 1.0873  0.12
H 4.0948 -4.6829 1.5265  0.10
N 3.9109 1.5663 -2.8703  0.16
C 3.0893 1.6452 -1.8933  -0.84
N 2.3885 2.6828 -2.0888  0.16
O 2.8374 0.7900 -1.0607  0.03
H 4.6169 0.8460 -2.9234  0.13
H 4.0319 2.3779 -3.4592  0.11
H 2.5219 3.3826 -2.8047  0.12
H 1.8202 2.7677 -1.2582  0.13
N -7.8405 -0.3827 -0.8889  0.15
C -7.0884 -1.3929 -0.6371  -0.81
N -6.0087 -1.1486 0.1127  0.16
O -7.5342 -2.4601 -0.9245  0.05
H -7.4139 0.4982 -0.6398  0.10
H -8.8097 -0.5061 -1.1451  0.13
H -5.5692 -1.9147 0.6027  0.11
H -5.8103 -0.2050 0.4133  0.10
O -3.6557 -4.3755 2.8842  -0.05
H -2.7010 -4.3209 2.8418  0.03
H -3.8544 -4.3804 3.8205  0.03
O -0.8591 -0.9823 0.8731  -0.06
H -1.2849 -1.3317 0.0903  0.03
H -0.0108 -0.6649 0.5635  0.03
O -1.4316 2.6528 4.3045  -0.05
H -1.7103 2.6904 5.2195  0.03
H -2.0508 2.0523 3.8895  0.03

=====

Entry 4:
Density functional theory data (ωB97M-V/def2-TZVPD) for 2 unconnected molecules or ions with the total composition C5H11O2.

## Properties
* spin multiplicity: 1
* relative energy (zero: lowest compared OMol25 entry of this formula, charge and spin): 23.1 kJ/mol
* total energy: -347.64086 Eh
* frontier orbital gap: 7.53 eV
* max |F|: 1.7 eV Å⁻¹
* charge: -1

Last column: Löwdin charge in e.
Geometry (Å):
C 1.7984 -1.4106 -1.6775  -0.07
C 0.5176 -1.1149 -2.4844  -0.82
O -0.5401 -1.6360 -2.0676  -0.12
O 0.6813 -0.3810 -3.4881  -0.12
H 2.6124 -0.7297 -1.9443  0.05
H 2.1929 -2.4010 -1.9406  0.05
H 1.6386 -1.3900 -0.5928  0.04
C -0.2103 0.7153 1.3670  -0.32
C -1.2359 0.3819 2.4278  -0.13
C -0.8137 1.3361 0.1040  -0.13
H 0.6020 1.3516 1.7198  0.09
H 0.2825 -0.1899 0.9883  0.09
H -1.8003 1.2868 2.6337  0.06
H -0.7462 0.1466 3.3723  0.06
H -1.5337 2.1306 0.3778  0.06
H -0.0801 1.7174 -0.6066  0.07
H -1.9015 -0.4448 2.2276  0.07
H -1.4639 0.6316 -0.4163  0.07